{"formula": "H2N3O2S", "method": "ωB97M-V with the def2-TZVPD basis set", "symbols": ["N", "N", "N", "O", "O", "S", "H", "H"], "coordinates": [[0.43295, -1.56329, -0.17167], [0.10796, -0.36254, 0.08479], [-1.00593, 0.30312, 0.05390], [1.40789, 0.72330, 0.07086], [-0.94233, 1.56000, 0.04124], [-2.47683, -0.52864, 0.24593], [1.41007, -1.73180, -0.20693], [1.06622, 1.59986, -0.11811]], "nbo_charge": [-0.616, 0.309, 0.104, -0.699, -0.590, -0.343, 0.354, 0.481], "de_lowest_kj_mol": 348.19, "fmax_ha_per_bohr": 0.070, "total_energy_ha": -713.9546, "total_charge": -1, "homo_lumo_gap_ev": [6.8, 6.8]}